Entry 1:
# C7H14N3OZn

A structure of composition C7H14N3OZn at a distorted geometry (ωB97M-V with the def2-TZVPD basis set, OMol25).

Values from the calculation:
LUMO level (alpha / beta), hartree: 0.10859 / 0.10363
HOMO energy (alpha / beta), eV: -1.8 / -0.8
Energy above the lowest of the compared OMol25 structures with the same formula, charge and spin, kcal/mol: 3.0
Charge: -1

Geometry as XYZ:
```
26
Properties=species:S:1:pos:R:3:forces:R:3
C 2.812046 0.042374 -2.000414 -1.3302 -1.4824 0.4141
Zn 1.153869 -1.427639 -1.638409 1.2615 1.6082 -0.8261
N 0.995123 -3.324943 -0.941024 0.1441 -0.6518 0.2922
H 4.924847 2.786255 -2.146949 -0.0237 -0.1317 -0.0637
H 4.617538 2.118429 -2.293071 0.0444 0.1640 0.0690
H 2.519331 0.940735 -1.442833 0.2474 -0.1520 -0.2234
H 2.842142 0.187301 -3.086039 0.2121 0.0872 0.3477
H 3.709913 -0.448615 -1.597388 -0.0649 0.4189 -0.2638
H 0.007766 -3.585694 -0.985184 0.1237 -0.0167 -0.0945
H 1.275212 -3.342345 0.042988 -0.0086 -0.1491 0.1324
H 1.537495 -4.030469 -1.445143 -0.1658 0.1158 0.0061
N -2.666352 2.119578 3.105202 0.1779 0.4415 0.7394
C -3.120454 1.382277 2.039816 1.4852 -1.4112 -1.4892
O -4.318545 1.249780 1.804222 -0.4231 0.3765 0.2001
C -2.072209 0.696710 1.215948 -1.9023 1.2472 1.5277
C -0.731830 0.573011 1.606624 2.0120 -0.5564 -0.5006
C 0.175511 -0.070644 0.768176 -1.1547 0.7960 0.9657
N -0.216011 -0.619912 -0.413156 0.7622 -0.3573 -0.5325
C -1.512430 -0.512053 -0.805039 -1.4304 0.8213 1.0873
C -2.453989 0.118825 -0.003360 0.3643 -1.0864 -1.7922
H -3.360132 2.660528 3.593592 0.0112 -0.0140 -0.0771
H -1.713311 2.453859 3.151209 -0.3486 -0.1425 -0.1888
H -0.365704 0.961756 2.556007 -0.0586 -0.0848 -0.1853
H 1.234237 -0.148964 1.030273 -0.3122 -0.0296 -0.0957
H -1.786608 -0.940641 -1.773718 0.1670 0.0909 0.3600
H -3.487457 0.160501 -0.342331 0.2101 0.0985 0.1913
```
Positions in Å, forces in eV/Å.

Löwdin atomic charge list, values in e, 2 entries: number 1, C, carries -0.316; number 2, Zn, carries 0.361

Entry 2:
# C3H3N3O

The molecule C3H3N3O at a distorted geometry (ωB97M-V with the def2-TZVPD basis set, OMol25).

Values from the calculation:
LUMO level, hartree: -0.01930
HOMO energy, eV: -9.8
Energy above the lowest of the compared OMol25 structures with the same formula, charge and spin, kcal/mol: 69.8
Structure (SMILES): [H]/N=N\C(C=C=O)=N/[H]

Geometry as XYZ:
```
10
Properties=species:S:1:pos:R:3:forces:R:3
N -0.611211 1.019482 1.713788 0.1896 -0.3163 -0.3398
C -0.169734 0.270758 0.786996 -0.1872 0.3252 0.2094
N 0.463270 -0.978674 1.186430 0.1890 -0.3524 -0.2812
N 0.823466 -1.803557 0.348176 -0.1730 0.3986 0.2491
O 0.447719 -0.219706 -2.786546 -0.2930 0.3640 0.9233
C 0.108007 0.168903 -1.741791 0.2088 -0.2283 -0.6075
C -0.326711 0.693016 -0.609906 0.0375 -0.0514 -0.1040
H -0.419852 0.574697 2.613010 -0.0050 0.0036 -0.0435
H 0.620540 -1.501508 -0.627604 -0.0130 -0.0635 0.0539
H -0.877048 1.620946 -0.729107 0.0462 -0.0795 -0.0596
```
Positions in Å, forces in eV/Å.

Löwdin atomic charge list, values in e, 2 entries: number 1, N, carries 0.154; number 2, C, carries -0.433

Entry 3:
# H6O3

A structure of composition H6O3 at a distorted geometry (ωB97M-V with the def2-TZVPD basis set, OMol25).

Values from the calculation:
LUMO level, hartree: 0.00423
HOMO energy, eV: -9.7
Energy above the lowest of the compared OMol25 structures with the same formula, charge and spin, kcal/mol: 79.4

Geometry as XYZ:
```
9
Properties=species:S:1:pos:R:3:forces:R:3
O -0.624300 -0.133584 1.172732 -5.2139 -4.9540 5.2978
H -0.457860 -0.775904 1.862622 0.2745 -0.1615 0.4181
H -1.080440 -0.626614 0.490762 -0.5734 -0.4732 -0.2032
O 0.447070 1.001166 -0.143958 3.1703 7.1628 -1.2273
H 1.140990 1.403256 0.378562 0.2885 0.2948 -0.2603
H -0.057350 0.484156 0.484132 1.6939 1.5376 -0.2624
O 0.501790 -0.564344 -1.649258 -0.3149 -3.9153 -3.0354
H -0.358340 -0.971044 -1.544398 -0.1536 -0.3632 -0.5455
H 0.488440 0.182916 -1.051198 0.8285 0.8719 -0.1818
```
Positions in Å, forces in eV/Å.

Löwdin atomic charge list, values in e, 2 entries: number 1, O, carries 0.158; number 2, H, carries 0.132

Entry 4:
# F12KN6NaO24S12

A structure of composition F12KN6NaO24S12 at a distorted geometry (ωB97M-V with the def2-TZVPD basis set, OMol25).

Values from the calculation:
LUMO level, hartree: 0.13041
HOMO energy, eV: -1.6
Charge: -4

Geometry as XYZ:
```
56
Properties=species:S:1:pos:R:3:forces:R:3
Na -2.459722 -1.525249 4.041426 0.0950 -0.0208 -0.1299
K -0.440592 -0.091059 0.754666 0.3752 0.2663 -0.7540
N -3.208422 1.920461 3.214706 4.8609 2.4736 2.5888
S -2.914842 3.496631 3.832336 6.3245 2.6611 4.4848
O -3.746172 3.966531 4.981976 1.3336 -1.2540 -3.4948
O -2.199362 4.465311 2.995116 -2.5460 -1.9430 0.8153
F -1.596982 2.927361 4.646656 -0.8541 0.0433 -0.1473
S -4.552732 2.367601 2.833526 -10.8610 -2.5207 -5.1984
O -4.730522 3.346161 1.783416 0.7721 1.0319 1.9193
O -5.612292 2.201631 3.821386 1.2882 0.6135 -0.6347
F -4.820792 1.111061 1.885436 -0.2335 -1.6104 -0.1015
N -4.818672 -1.123409 -4.877334 2.8086 1.7634 -3.2980
S -3.645582 -0.217239 -5.767574 2.4231 -1.3971 -5.4160
O -2.673322 -1.145029 -6.444214 -2.8041 2.2978 2.2767
O -3.152302 1.139361 -5.488614 -1.3859 -2.7832 0.6276
F -4.714852 0.105541 -6.951954 0.2652 -0.1096 0.0949
S -4.538042 -0.383379 -3.585364 -0.8681 -0.2648 8.3522
O -5.304322 0.794131 -3.266744 0.7097 0.0698 -0.9794
O -3.215922 -0.521729 -2.961684 -1.5116 0.4645 -1.5462
F -5.403292 -1.457959 -2.683774 0.1449 -0.1226 -0.1065
N 3.546358 -3.637469 -3.753244 -2.5591 2.1921 0.4723
S 2.451528 -2.382859 -3.535284 -4.9719 -0.5619 -1.0222
O 2.111328 -1.669599 -4.754524 1.3504 -0.7794 1.6732
O 2.391378 -1.719979 -2.249644 1.2214 -0.3793 -1.1926
F 1.116018 -3.318069 -3.379294 1.1095 -0.0665 -0.2236
S 4.804408 -2.825789 -3.410144 6.8273 -0.6804 1.6432
O 5.274788 -2.895889 -2.011734 -1.0709 -0.1926 -2.5460
O 5.132688 -1.632019 -4.123724 -1.2464 0.9473 0.2679
F 5.877628 -3.771659 -4.270754 -0.5314 -0.6050 0.9511
N -0.705882 -4.090379 2.080396 3.7234 -1.2783 1.1137
S 0.732698 -5.105659 2.250716 2.7688 0.4814 0.4486
O 1.225028 -5.628769 0.977916 -1.0433 0.6924 2.5852
O 0.827758 -5.910559 3.471636 -0.4067 1.5516 -2.1663
F 1.629658 -3.856479 2.536326 0.3419 0.1707 0.2063
S -1.495442 -5.293939 1.569736 -6.4966 -3.4952 -1.7861
O -1.779512 -6.371569 2.544486 1.1538 1.4723 -1.7276
O -1.359272 -5.643139 0.167106 -0.1844 0.3440 1.9603
F -2.940062 -4.550809 1.633856 -0.1526 0.4756 -0.2241
N 3.454418 1.683841 6.040426 1.0335 1.1913 -4.5479
S 3.229218 0.170791 6.040646 -1.4443 -5.7411 4.5494
O 4.313158 -0.706749 5.621486 -0.9551 1.3676 0.1793
O 1.895578 -0.384549 5.875726 0.7979 0.9026 -0.7248
F 3.247678 0.116261 7.703986 0.5403 -0.1522 -0.5350
S 3.708278 1.733871 4.313746 0.9654 3.5827 -2.1494
O 2.550248 1.278321 3.561136 1.3456 0.2722 1.1133
O 5.037158 1.522201 3.735116 -2.2642 -0.1848 1.8091
F 3.631248 3.373261 4.222716 -0.2436 -1.3364 0.3820
N 1.376298 4.972681 -1.904964 3.8262 0.0552 -2.0915
S 0.401868 4.260471 -2.876844 -6.1736 -3.9201 0.9232
O 0.083568 2.868751 -2.445204 1.4087 2.4720 -1.6309
O 0.370818 4.684171 -4.253594 0.7473 -0.6143 0.4020
F -0.961242 4.911721 -2.360564 -0.1378 0.9063 0.3799
S 2.750898 4.672741 -2.889434 1.2117 -1.0809 0.8460
O 3.159098 5.733041 -3.761594 -0.2346 0.2018 0.5514
O 2.831808 3.319401 -3.439354 -0.0990 2.1016 1.2317
F 3.827548 4.717681 -1.690644 -0.4942 0.0286 -0.4742
```
Positions in Å, forces in eV/Å.

Löwdin atomic charge list, values in e, 2 entries: number 1, Na, carries 0.880; number 2, K, carries 0.896